Here is a cluster of 6 separate species, C46H99N7O6 in total at a distorted geometry from the Open Molecules 2025 dataset. Energies are from ωB97M-V with the def2-TZVPD basis set.

Last column: Mulliken charge in e.
CARTESIAN COORDINATES (ANGSTROEM)
H -4.95294 -4.69044 0.28276  0.540
C 1.43578 0.70116 5.29046  -2.400
H 2.75109 4.74190 4.01738  0.495
H 1.76368 -2.33974 0.95675  0.272
H 4.57246 -1.72290 -2.48626  0.345
C -0.76964 -4.04363 2.82763  -0.932
C -4.33191 -5.92206 2.53824  -1.732
O -1.57042 2.47009 -6.11680  -0.420
H -2.39366 4.06462 -8.19496  0.393
H -0.00618 -3.81789 3.57212  0.557
H 0.84800 1.27733 -8.14961  0.422
H -3.77655 1.50328 -2.49414  0.460
C 0.48631 4.20088 8.05334  -1.785
C 0.49236 1.57742 -1.84654  1.625
H 1.29042 3.01746 -8.80418  0.438
C 2.79050 4.19164 4.95746  -1.225
H 2.81537 -4.14347 -2.24177  0.420
H 0.35912 5.27796 7.94471  0.412
H -2.09787 2.04945 1.04296  0.498
H -2.69549 0.06579 0.47974  0.279
H 5.63576 -4.07294 0.43806  0.305
H -1.51724 -5.52220 0.65850  0.404
H 5.06303 0.14688 -0.56275  0.469
H 6.37706 -2.35241 1.73214  0.255
C 0.80408 2.56011 -0.76632  -1.177
H -3.95491 -6.13629 3.53827  0.330
C -2.57307 -3.65487 4.48539  -1.827
H 0.45076 1.16706 5.26280  0.564
N -8.21206 3.10360 1.09062  -0.408
H -3.04701 -0.20596 -9.14539  0.545
H 3.77971 4.19064 5.41526  0.317
C 1.10848 0.19558 -1.63789  -1.380
H -8.77336 3.91540 1.30517  0.209
H -0.50468 -3.52721 1.90503  0.094
N 3.58649 -2.03616 0.45863  1.111
H -4.61546 -2.94416 1.12344  0.378
H 0.12093 2.80533 1.29090  0.239
C -1.98534 -5.88798 1.57239  -1.093
H 1.16948 1.28913 -3.88964  0.266
H 1.89542 -3.90897 -0.80351  0.402
C 2.47824 2.70164 4.51886  -0.159
C -1.50411 2.34485 0.17791  -1.272
C -0.05490 2.13888 0.44648  0.143
C 0.69848 2.35682 -8.17073  -1.576
H -1.54349 -0.01553 -10.92295  0.392
C 6.01733 -1.58963 -0.98029  -0.878
C -2.01555 1.51391 -1.04398  1.689
C 2.38165 1.71861 5.68707  2.275
H -1.05814 -1.32579 3.68245  0.359
C 2.93460 4.25294 8.09292  -1.700
H -0.70236 -1.02297 -6.09574  0.598
H 0.37453 3.80546 9.06293  0.312
C -2.28727 0.05880 -0.53091  -1.712
H -6.50851 1.08591 2.58816  0.187
H 0.78546 4.74830 5.49254  0.362
H -3.38452 3.11658 -1.96611  0.448
H -1.47391 -0.65931 -0.63509  0.248
C 5.56426 -0.65065 -0.01429  -0.980
H 3.73942 0.58548 6.92598  0.373
H -3.61623 -4.02580 -0.34804  0.361
H 2.15837 -2.57543 -1.79262  0.186
C 3.79798 1.18588 6.01813  -1.834
H -3.12700 -0.34346 -1.09760  0.444
H 6.71225 -1.20974 -1.72920  0.392
C 5.47839 -1.89687 2.14802  -1.694
C -3.31970 -5.10888 1.61525  1.530
H 4.17703 0.45883 5.29991  0.345
H 0.72983 2.78372 -7.16830  0.300
C -1.78472 -1.79952 3.02233  -1.969
C 1.18686 2.09922 -3.16057  -2.232
H -2.78963 -4.71660 4.60342  0.347
H -0.06472 0.03540 -9.87115  0.308
H 0.00668 -5.95278 2.21135  0.456
H -0.29303 2.18109 -10.58958  0.389
H 6.44264 -0.18656 0.43424  0.456
H 3.31541 2.42271 3.87896  -0.083
C 1.78647 3.81577 7.25773  1.011
H -6.46987 1.76263 0.87348  0.184
C -7.85073 2.42520 2.11469  0.612
H -8.21404 2.70580 0.16226  0.202
H 0.82216 3.61260 -1.04924  0.385
C 4.93390 -2.36854 -1.68588  -1.043
H -4.61954 -6.89146 2.13124  0.455
H -0.44588 3.90082 7.57472  0.439
H -1.38176 -1.47995 2.06129  0.230
H 3.87551 3.99780 7.60540  0.361
H -3.47723 -3.20995 4.90089  0.332
N -1.65308 1.87014 -7.46409  -0.001
H 2.21841 2.45065 -3.13798  0.381
H 4.43502 2.03700 6.25864  0.389
H 2.05229 5.77468 6.14303  0.484
C 1.77737 4.73881 5.94433  -1.007
H -2.70639 -0.74371 -5.68032  0.348
H -2.11584 -6.96967 1.54079  0.387
N -0.97766 1.58390 -2.13251  0.267
C -1.73900 0.37104 -7.36888  2.065
C -1.32536 4.00653 -8.40340  -1.753
H -1.22096 -5.92779 3.57090  0.375
N -6.85043 1.61227 1.79687  -0.349
H 1.41094 0.10401 6.20200  0.451
H 5.37687 -3.18595 -2.25483  0.435
H -3.86441 -0.16027 -6.94068  0.378
H 0.61263 2.98244 -3.44034  0.580
C 3.94317 0.17081 1.65058  -1.866
H 0.80238 -0.62067 -2.29221  0.469
H 4.50932 1.08234 1.84208  0.520
C -2.92455 0.02574 -6.42091  -1.564
C 4.58947 -1.21948 1.04789  1.102
H -4.12839 2.27780 -0.86384  0.337
H -2.00016 2.30351 -10.34252  0.432
H 0.95639 1.01928 7.91381  0.350
H 0.08953 -0.77918 -7.54332  0.453
H 4.91752 -5.14170 -0.60564  0.431
O -1.41411 0.87478 -3.20798  -0.130
O 1.74104 1.54714 8.07897  -0.490
H -5.34164 -5.53398 2.67217  0.321
H 1.67087 2.58699 3.79561  0.196
H 2.91574 3.76164 9.06573  0.368
C 4.66173 -4.26379 -0.01241  -1.729
C -1.08266 0.39394 -10.02402  -0.627
C -0.44917 -0.21491 -6.78205  -2.194
H -0.83038 4.69949 -7.72301  0.333
C -3.39766 2.07453 -1.64666  -2.025
H -3.65126 -5.70735 -0.55426  0.345
H 5.79996 -1.19524 2.91771  0.490
C -2.12650 -3.33094 3.11081  1.500
H 0.14310 0.42133 -6.12439  0.194
C -1.99737 -0.21883 -8.85180  -1.529
H -3.11779 0.90687 -5.80904  0.212
O -8.46267 2.39058 3.15409  -0.635
C -3.89666 -4.93826 0.17813  -1.986
H 2.98948 5.30546 8.37093  0.413
C 3.96104 -3.02688 -0.60795  1.399
H 1.56115 0.08841 4.39775  0.153
N -3.15300 -3.69789 2.10817  0.752
C 2.67861 -3.45322 -1.40931  -1.622
H -1.18571 4.50218 -9.36410  0.455
O 2.58989 -2.42916 1.43736  -0.468
H -2.74921 -1.29655 2.95250  0.528
H -1.73233 -3.42247 5.13904  0.409
H 0.84275 -0.13071 -0.63239  -0.227
H -1.85279 -1.29871 -8.81909  0.425
H 3.20154 0.52632 0.93526  0.128
H -1.65445 3.39555 -0.07013  0.293
C -0.83513 2.53319 -8.48544  1.182
H 0.14406 1.14322 0.84292  -0.017
H 1.82698 2.39918 -0.42592  0.291
H 2.15191 0.21831 -1.95227  0.586
C -1.09737 1.85114 -9.93211  -1.004
H 4.01871 -4.62131 0.79185  0.292
H -2.49777 2.60251 -5.90683  0.317
H 6.56071 -2.27326 -0.32800  0.261
C -0.94684 -5.57233 2.57762  -0.932
H -1.93102 1.55142 -3.65134  0.276
N 1.82457 2.38472 6.91827  0.641
H 3.25241 0.03153 2.48217  0.293
O -4.31830 -2.94927 2.03628  -0.514
H 4.77134 -2.64759 2.50099  0.333

Total charge: 0
Energy above the lowest of the compared OMol25 structures with the same formula, charge and spin: 125.0 kcal/mol
LUMO energy: 0.228 eV
E_HOMO: -7.75 eV



Here is a cluster of 5 separate species, C47H109FN6O5PS in total at a distorted geometry from the Open Molecules 2025 dataset. Energies are from ωB97M-V with the def2-TZVPD basis set.

Last column: Mulliken charge in e.
CARTESIAN COORDINATES (ANGSTROEM)
H 9.33234 -4.10920 7.08772  0.419
H -6.34396 -0.08055 -5.10299  0.319
C 6.07526 -2.38395 2.62003  -0.773
H -2.88995 -7.03019 0.05273  0.476
H 0.08998 -0.30660 -0.34273  0.074
P -4.95388 -1.16561 -3.82484  -0.489
H -2.56507 1.01624 -6.78571  0.352
H 7.78259 0.24177 7.00967  0.449
H 1.85586 7.32215 -0.62333  0.363
H 0.07101 -1.64976 -1.61005  0.302
N -9.53349 -2.59609 0.76940  0.201
C -0.62199 0.50224 -3.06142  -1.006
H -2.35776 -4.97971 -2.09127  0.060
H -0.99715 2.53975 -0.89757  0.308
C -2.92152 -5.93630 -0.18008  0.223
O -6.08094 -1.03387 -2.57393  -0.194
H -7.82178 -1.91071 -0.20867  0.157
H 2.99448 8.63610 1.87833  0.240
C -8.67343 -1.50279 0.34697  -0.585
H -3.95285 -2.91764 1.07363  0.215
H 9.89161 -1.03827 6.97557  0.261
H -4.61121 1.75897 -4.89452  0.355
H -8.91871 -0.26316 2.14145  0.339
H 2.23037 -0.92559 -4.07268  -0.141
N 9.18851 -2.58123 5.69377  0.210
H -11.86877 -1.61954 -0.29721  0.332
C -8.28004 -3.54389 2.78930  -0.996
C 2.37018 -0.76854 -5.17593  0.218
H 8.36293 0.10779 5.35559  0.283
H -1.80558 0.62742 -1.28043  0.790
H -11.35498 -3.11662 1.62591  0.447
H 2.48315 1.33772 2.94367  0.506
F -1.53947 2.65407 -7.35612  -0.412
H -9.21584 -0.90941 -0.39619  0.327
H 0.06554 3.72956 -1.67077  0.316
H -2.59069 -6.73632 -2.21388  0.362
C -11.61751 -1.23074 0.69136  -1.351
C 0.18546 7.33956 2.29893  -0.676
C -3.01510 -5.81957 -1.73827  -0.914
H 3.05087 2.84332 -0.96624  0.398
C 0.21077 4.44944 1.59930  -1.209
H -2.22113 -1.91902 -2.75452  0.640
O -3.46525 -1.14728 -1.23895  -0.393
H 2.14778 5.35359 1.78235  0.211
H 2.34969 -2.94094 -5.17844  0.310
N -4.97569 -4.37484 -0.12261  -0.188
O -2.61898 -0.09369 -4.56589  -0.364
C 3.64041 1.99141 -2.97265  -1.026
H 1.72396 0.17140 1.85613  0.146
H 3.12680 1.93433 -3.96280  0.102
H -4.82978 -6.23024 0.81385  0.394
N 3.89930 -1.47659 1.62528  0.252
H 11.79361 -1.95103 4.33800  0.306
H -3.04632 1.93861 -2.55977  -0.446
H 8.53529 -1.98199 7.57355  0.445
H 4.56516 2.59979 -3.03519  0.453
H 4.62391 -3.42816 1.43047  0.359
H 8.80844 -1.55470 3.93001  -0.097
H 3.26005 -0.87899 3.51210  0.497
H -10.54578 -1.79944 2.46110  0.281
H -4.03723 4.09295 -4.41278  0.239
C 4.31332 -1.03372 0.30159  0.209
C -0.63962 2.89117 -1.90465  -1.307
H 3.86862 0.94647 -2.64230  0.152
C 5.59345 -0.20195 0.19297  -1.199
H 3.71953 8.45584 0.29365  0.398
H -5.89069 1.82262 -3.65903  0.447
H -2.61576 -3.09388 -0.90962  -0.343
C -3.39065 -0.12456 -3.37909  0.951
C 2.67737 0.62704 2.13758  -1.010
H 1.09772 1.55180 -0.71026  -0.350
H 1.61601 6.43325 3.69504  0.252
H 3.05812 1.19784 1.28680  0.101
H -1.16195 -1.55812 -0.33411  0.354
H -4.18862 3.79145 -2.64521  0.257
H 9.90013 -4.53661 5.50474  0.339
C -2.36809 2.03351 -6.39683  -0.755
H 4.40127 -1.90514 -0.35516  0.378
H 5.66029 0.56641 0.96505  0.229
C 11.34824 -3.50455 6.70944  -0.977
H 6.41511 -3.23641 3.21370  0.518
C -1.36434 0.58165 -4.45415  0.317
H -8.04381 -4.05995 0.71635  0.086
H -3.80638 -5.00079 1.61022  0.287
C -4.53500 -2.97318 0.11898  -0.619
H -8.01911 -4.51862 3.21058  0.421
H -0.08941 4.61606 2.63510  0.436
C 3.06243 7.96959 1.01944  -0.983
O -1.70849 -5.39927 0.37062  -0.575
C 1.46226 1.46569 -1.77300  -0.137
H -5.67191 4.09904 -3.70523  0.371
H 4.60311 0.07303 2.90045  0.189
H -12.55085 -1.05768 1.23046  0.433
C -4.15882 -5.35466 0.61063  -0.877
H -5.43588 -2.32790 0.19772  0.031
H 12.03965 -3.42226 5.87133  0.223
H 6.17705 -1.49561 3.24542  0.219
H -8.99414 -3.07942 3.47004  0.330
H 11.45083 -2.61745 7.33587  0.269
H 0.63077 2.30060 -3.55462  0.632
H -3.29674 2.63575 -6.36598  0.304
H 1.19586 8.68085 0.23060  0.366
C -8.14856 -0.54900 1.42368  -1.073
H -7.36633 -2.94907 2.78225  0.159
H -11.12909 -0.26143 0.57204  0.253
H 6.75799 -2.29702 1.77490  0.234
S 1.23301 0.59112 -5.68587  -0.223
H -7.30753 -0.97644 1.96906  0.254
H 0.20281 -0.24062 -3.22611  -0.375
H 10.97321 -0.55427 5.05224  0.236
H -9.55289 -4.56690 1.40881  0.383
C -4.66990 3.61505 -3.63187  -1.101
H 10.94559 -0.81122 3.31287  0.439
C 7.97456 -0.46548 6.20002  -1.312
H 3.49306 -0.45139 -0.13589  -0.624
H -0.30642 -1.18106 -5.13381  0.537
H -0.71762 6.76015 2.51515  0.366
H 3.43403 -0.44740 -5.28366  0.552
H 1.09485 -2.25775 -6.29316  0.305
C 1.26329 5.44826 1.13714  -0.279
H 2.80020 -2.25123 -6.81293  0.316
C 10.90690 -1.32149 4.27899  -1.234
H -0.64144 2.58382 -5.23667  0.649
C 1.05080 7.35744 3.56107  -0.971
C 8.95707 -1.52945 6.67133  -0.373
H 1.81300 0.41813 -1.90179  0.269
C -8.84993 -3.72830 1.38081  -0.430
H 7.02024 -0.91131 5.91085  0.247
H -5.96425 -4.47129 0.07065  0.299
C -0.44211 -0.13984 -5.53538  -0.717
H 4.06858 -3.00414 3.01843  0.468
H 1.57768 5.14614 0.13190  0.305
O -5.56750 -0.62695 -5.30852  -0.436
H -0.95031 -0.25590 -6.51247  0.387
C 0.18492 1.80488 -2.65963  0.805
H 1.74841 8.19356 3.56227  0.284
C -10.75396 -2.21688 1.46633  -0.349
H -7.78643 0.37051 0.95464  0.378
H 3.55345 7.04643 1.33116  0.267
C 9.61845 -2.14220 4.37460  -0.296
C 1.69286 7.71858 0.38494  -0.663
H -4.48600 1.10718 -1.88986  0.750
H -0.18657 8.35075 2.11089  0.370
H 5.61904 0.30832 -0.77424  0.431
H 0.61583 3.43492 1.53980  0.212
H -1.48169 3.34696 -2.46361  0.052
H 11.67515 -4.36063 7.30563  0.401
C 4.63375 -2.61659 2.16469  -1.051
C 9.90878 -3.72546 6.23949  -0.666
C 3.67025 -0.42589 2.60519  -0.489
C -4.80494 2.04410 -3.83647  -0.502
H -6.57512 -0.19855 -2.63909  0.298
C 2.13487 -2.13798 -5.92553  -1.124
H 6.48563 -0.82376 0.24444  0.378
N -1.40135 -0.07344 -1.91807  0.896
C 2.58813 2.55429 -1.93904  -0.648
H 9.70658 -3.01261 3.71698  0.434
H -4.03348 -5.62320 -2.12718  0.268
H -0.67878 4.49341 0.96624  0.268
H -4.03624 -3.07111 -1.98663  0.250
H 2.08793 3.47420 -2.32695  0.354
H -2.18522 2.69633 -4.35281  0.037
H 0.41324 7.47674 4.44053  0.369
C -3.88835 1.25551 -2.82514  -0.650
C -1.58751 2.03807 -5.02098  -0.337
C -2.54938 -0.94553 -2.32079  -0.707
C -0.54325 -0.93267 -1.01509  -0.556
H -1.29573 -4.79838 -0.25505  0.313
C -3.59925 -2.59063 -1.07413  0.552
N 0.77856 6.81614 1.07545  0.113

Total charge: +1
LUMO energy: -2.134 eV
E_HOMO: -9.24 eV



Number 1: orbital gap 7.978 eV. Number 2: orbital gap 7.109 eV.